Record 1
{
  "formula": "C30H88O14",
  "method": "ωB97M-V with the def2-TZVPD basis set",
  "species": ["C", "O", "H", "H", "H", "H", "C", "O", "H", "H", "H", "H", "C", "O", "H", "H", "H", "H", "C", "O", "H", "H", "H", "H", "C", "O", "H", "H", "H", "H", "C", "O", "H", "H", "H", "H", "C", "C", "C", "O", "H", "H", "H", "H", "H", "H", "H", "H", "C", "C", "C", "O", "H", "H", "H", "H", "H", "H", "H", "H", "C", "C", "C", "O", "H", "H", "H", "H", "H", "H", "H", "H", "C", "C", "C", "O", "H", "H", "H", "H", "H", "H", "H", "H", "C", "C", "C", "O", "H", "H", "H", "H", "H", "H", "H", "H", "C", "C", "C", "O", "H", "H", "H", "H", "H", "H", "H", "H", "C", "C", "C", "O", "H", "H", "H", "H", "H", "H", "H", "H", "C", "C", "C", "O", "H", "H", "H", "H", "H", "H", "H", "H"],
  "xyz": [[0.6038, 29.4890, 34.6392], [0.5510, 28.1045, 34.7473], [1.5904, 29.8715, 34.3777], [0.0120, 29.8582, 33.8015], [0.1118, 30.0744, 35.4159], [-0.3833, 27.8910, 34.8022], [-2.0282, 25.8399, 34.9624], [-2.8078, 27.0447, 34.7572], [-2.4543, 25.0080, 34.4018], [-0.9851, 26.0792, 34.7553], [-2.2237, 25.5534, 35.9957], [-2.9171, 27.5350, 35.5753], [2.2481, 28.6470, 39.6287], [2.1455, 28.7182, 41.0564], [1.3184, 28.7094, 39.0632], [3.0449, 29.2577, 39.2040], [2.4929, 27.6230, 39.3468], [2.9978, 28.5269, 41.4547], [7.7656, 26.2464, 33.9413], [8.1816, 25.3344, 32.9655], [7.9760, 27.3006, 33.7606], [6.6995, 26.0760, 34.0909], [8.3408, 26.0635, 34.8490], [8.0696, 24.4285, 33.2625], [0.2803, 24.1694, 38.6027], [-0.1995, 25.3331, 37.8854], [0.3337, 23.2912, 37.9592], [1.1667, 24.4120, 39.1888], [-0.5318, 23.9296, 39.2890], [0.5369, 25.7174, 37.4041], [-1.7929, 28.2747, 37.8984], [-2.7030, 28.7030, 36.9236], [-2.1675, 27.2513, 37.9163], [-0.7699, 28.1195, 37.5556], [-1.7714, 28.8726, 38.8096], [-3.3053, 29.3993, 37.1955], [2.3347, 25.3555, 35.0999], [2.8884, 26.1594, 36.2984], [3.9797, 27.1584, 36.0097], [1.7621, 26.7608, 36.9085], [2.0552, 26.1367, 34.3930], [1.4301, 24.7887, 35.3204], [3.1520, 24.7133, 34.7715], [3.4359, 25.4098, 36.8699], [4.6237, 27.4494, 36.8396], [3.5798, 27.9757, 35.4095], [4.5717, 26.7157, 35.2086], [1.3714, 27.3949, 36.3029], [4.6791, 31.2901, 37.1796], [5.3106, 31.7148, 38.5380], [5.6959, 33.1967, 38.7227], [4.3048, 31.4760, 39.5265], [4.4387, 30.2280, 37.1303], [5.3299, 31.6278, 36.3731], [3.7244, 31.7981, 37.0431], [6.1277, 31.0340, 38.7766], [6.2847, 33.5632, 37.8819], [6.1651, 33.5031, 39.6576], [4.7712, 33.7604, 38.8469], [3.5905, 32.0509, 39.2423], [5.0274, 24.3503, 29.9411], [5.0117, 25.7099, 30.7179], [4.2397, 25.4672, 32.0845], [6.1843, 26.3053, 30.9849], [5.6493, 23.6823, 30.5369], [5.6734, 24.2718, 29.0667], [4.0627, 23.8730, 29.7689], [4.3348, 26.4142, 30.2344], [4.8799, 24.8874, 32.7494], [3.3391, 24.8564, 32.0201], [3.9256, 26.4007, 32.5514], [6.7082, 25.7270, 31.5441], [1.7679, 21.3223, 30.8207], [0.9352, 22.6434, 31.1601], [0.8766, 23.0577, 32.6157], [1.3660, 23.7016, 30.3692], [2.8314, 21.5500, 30.7483], [1.4683, 20.9055, 29.8591], [1.7727, 20.4881, 31.5223], [-0.0756, 22.3374, 30.8906], [0.5383, 24.0675, 32.8482], [1.8491, 22.9653, 33.0993], [0.1851, 22.4417, 33.1905], [0.9814, 24.5339, 30.6536], [7.4334, 27.1149, 38.7904], [7.6795, 25.8701, 37.8517], [8.3395, 24.6982, 38.6048], [6.5406, 25.4645, 37.0217], [7.4524, 26.8388, 39.8447], [6.5388, 27.7255, 38.6687], [8.2636, 27.8018, 38.6257], [8.3486, 26.1370, 37.0336], [9.3433, 25.0745, 38.8022], [8.2050, 23.8419, 37.9439], [7.8481, 24.4110, 39.5344], [6.0652, 24.8476, 37.5831], [4.7216, 22.4533, 36.6505], [4.6524, 20.9454, 36.7475], [3.7115, 20.3464, 35.8207], [5.9482, 20.3949, 36.5945], [3.8071, 23.0407, 36.7331], [4.8779, 22.6904, 35.5981], [5.5593, 22.8701, 37.2096], [4.2465, 20.6675, 37.7202], [2.7190, 20.7711, 35.9712], [3.7847, 19.2600, 35.7715], [3.9522, 20.6463, 34.8008], [5.9920, 19.6118, 37.1480], [1.4057, 28.5962, 30.9965], [0.7390, 27.2952, 31.3179], [-0.7972, 27.4747, 31.7036], [0.7400, 26.4136, 30.2606], [2.3483, 28.4471, 30.4700], [1.5336, 29.2997, 31.8192], [0.7334, 29.0639, 30.2773], [1.2834, 26.6941, 32.0462], [-1.1016, 26.4617, 31.9670], [-1.3346, 27.9207, 30.8667], [-1.0724, 28.1255, 32.5336], [0.2547, 26.6081, 29.4555], [6.3311, 31.0543, 31.9463], [6.5321, 29.5559, 32.0791], [5.5753, 28.9948, 33.0300], [6.2334, 28.9537, 30.8748], [5.3094, 31.2862, 31.6457], [6.9227, 31.4782, 31.1348], [6.6225, 31.5632, 32.8651], [7.5136, 29.4017, 32.5275], [5.8733, 27.9502, 33.1205], [4.5728, 29.0119, 32.6024], [5.5995, 29.3744, 34.0514], [5.9395, 28.0765, 31.1313]],
  "gap_ev": 10.0,
  "homo_ha": -0.3523,
  "de_lowest_kcal_mol": 134.08
}

Record 2
{
  "formula": "C45H36F10GeN5O2Ti",
  "method": "ωB97M-V with the def2-TZVPD basis set",
  "species": ["Ti", "O", "C", "C", "C", "C", "C", "C", "C", "N", "C", "C", "N", "C", "C", "C", "C", "C", "C", "C", "O", "H", "H", "H", "H", "H", "H", "H", "H", "H", "H", "H", "H", "H", "H", "C", "N", "C", "C", "N", "C", "C", "F", "C", "F", "C", "F", "C", "F", "C", "F", "C", "C", "N", "C", "C", "F", "C", "F", "C", "F", "C", "F", "C", "F", "H", "H", "H", "H", "H", "H", "H", "H", "H", "H", "H", "Ge", "C", "C", "C", "C", "C", "C", "C", "C", "C", "C", "C", "C", "H", "H", "H", "H", "H", "H", "H", "H", "H", "H", "H"],
  "xyz": [[0.2184, 0.1952, -0.5576], [0.9966, -0.0077, -2.2214], [1.8249, 0.6968, -2.9629], [1.7319, 0.6635, -4.3558], [2.6184, 1.3751, -5.1384], [3.6238, 2.1477, -4.5585], [3.7127, 2.1991, -3.1828], [2.8286, 1.4899, -2.3699], [2.9677, 1.5780, -0.9277], [2.2627, 0.9306, -0.0944], [2.4979, 1.1675, 1.3373], [1.4167, 0.3960, 2.0932], [0.1719, 0.5056, 1.3532], [-0.8022, 1.3823, 1.9672], [-2.5997, 2.1368, 0.4453], [-3.7454, 2.9004, 0.6421], [-4.1310, 3.8672, -0.2796], [-3.3538, 4.0938, -1.4048], [-2.2131, 3.3331, -1.6200], [-1.8398, 2.3441, -0.7217], [-0.7471, 1.5918, -0.9545], [0.9580, 0.0494, -4.8011], [2.5301, 1.3237, -6.2172], [4.3222, 2.6949, -5.1782], [4.4864, 2.7914, -2.7024], [3.7536, 2.2344, -0.5445], [2.4225, 2.2326, 1.5509], [3.4919, 0.8399, 1.6369], [1.3297, 0.7753, 3.1166], [1.7224, -0.6482, 2.1505], [-0.8756, 1.1030, 3.0202], [-4.3358, 2.7506, 1.5388], [-5.0278, 4.4501, -0.1053], [-3.6334, 4.8594, -2.1189], [-1.6018, 3.4666, -2.5050], [-3.6276, -2.3545, 0.9689], [-2.4610, -1.6460, 1.4346], [-1.2429, -2.4195, 1.4326], [-0.8366, -2.8156, 0.0265], [-0.8114, -1.6742, -0.8993], [-1.1493, -2.0108, -2.1914], [-1.8290, -1.1226, -3.0563], [-2.2324, 0.0643, -2.5838], [-2.1787, -1.4041, -4.3569], [-2.8397, -0.4922, -5.0814], [-1.8983, -2.6368, -4.9077], [-2.2347, -2.9244, -6.1729], [-1.2774, -3.5640, -4.1060], [-0.9731, -4.7671, -4.6094], [-0.9245, -3.2643, -2.8029], [-0.2674, -4.2428, -2.1553], [-2.6942, -0.8675, 2.6199], [-3.1297, 0.5461, 2.2422], [-2.1423, 1.1796, 1.3719], [-0.5333, 2.9262, 2.1008], [0.1917, 3.8126, 1.3120], [0.8796, 3.4389, 0.2409], [0.2595, 5.1756, 1.5683], [0.9755, 5.9625, 0.7706], [-0.4044, 5.7238, 2.6308], [-0.3398, 7.0234, 2.8746], [-1.1308, 4.8888, 3.4468], [-1.7849, 5.3884, 4.4966], [-1.1798, 3.5394, 3.1697], [-1.9026, 2.8047, 4.0201], [-3.8558, -3.2510, 1.5756], [-4.4966, -1.6940, 1.0013], [-3.4988, -2.6653, -0.0692], [-0.4553, -1.7992, 1.8565], [-1.3268, -3.3400, 2.0377], [0.1188, -3.3282, 0.0897], [-1.5652, -3.5462, -0.3338], [-1.7732, -0.8191, 3.2053], [-3.4611, -1.3143, 3.2720], [-3.3176, 1.1229, 3.1526], [-4.0646, 0.4829, 1.6847], [2.4903, -1.8770, -0.3582], [3.3988, -2.0452, -2.1407], [4.6567, -1.5453, -2.4835], [5.1669, -1.6766, -3.7739], [4.4284, -2.3189, -4.7568], [3.1755, -2.8308, -4.4371], [2.6757, -2.6892, -3.1494], [4.0535, -1.8514, 0.9276], [5.1257, -0.9503, 0.8612], [6.1321, -0.9279, 1.8237], [6.0867, -1.8053, 2.8983], [5.0269, -2.7003, 2.9977], [4.0325, -2.7195, 2.0259], [2.2381, -3.4408, -0.1651], [5.2656, -1.0484, -1.7375], [6.1466, -1.2727, -4.0094], [4.8265, -2.4240, -5.7609], [2.5852, -3.3392, -5.1936], [1.7025, -3.0945, -2.9141], [5.1757, -0.2351, 0.0457], [6.9522, -0.2215, 1.7351], [6.8676, -1.7917, 3.6507], [4.9805, -3.3907, 3.8343], [3.2171, -3.4328, 2.1092]],
  "gap_ev": [5.7, 5.7],
  "homo_ha": [-0.1348, -0.1347],
  "total_charge": -1,
  "de_lowest_kcal_mol": 21.22
}

Record 3
{
  "formula": "C23H53N8O13V",
  "method": "ωB97M-V with the def2-TZVPD basis set",
  "species": ["V", "N", "O", "O", "O", "C", "O", "C", "O", "O", "C", "H", "H", "H", "H", "H", "H", "C", "C", "O", "N", "C", "H", "H", "H", "H", "H", "H", "H", "C", "C", "O", "N", "C", "H", "H", "H", "H", "H", "H", "H", "C", "C", "O", "N", "C", "H", "H", "H", "H", "H", "H", "H", "C", "C", "O", "N", "C", "H", "H", "H", "H", "H", "H", "H", "C", "C", "O", "N", "C", "H", "H", "H", "H", "H", "H", "H", "C", "C", "O", "N", "C", "H", "H", "H", "H", "H", "H", "H", "O", "C", "N", "C", "H", "H", "H", "H", "H"],
  "xyz": [[-1.3749, 2.1056, 0.9300], [0.6140, -0.1350, -0.3732], [1.5493, 0.5284, -0.8611], [0.4158, -1.3145, -0.5896], [-0.1700, 0.5097, 0.4498], [-3.1712, -6.0098, 1.1128], [-2.3299, -5.7606, -0.0031], [-2.6575, -4.7936, -0.8667], [-3.5920, -4.0472, -0.7160], [-1.7309, -4.7822, -1.8015], [-1.7526, -3.7877, -2.8080], [-2.9282, -5.3922, 1.9864], [-2.8508, -7.0042, 1.4151], [-4.2348, -5.8796, 0.9366], [-1.8126, -2.7824, -2.3858], [-2.5667, -4.0140, -3.5002], [-0.8224, -3.8714, -3.3636], [-5.0891, 1.6433, -1.3827], [-3.7106, 1.0659, -1.3819], [-2.8697, 1.3701, -0.5080], [-3.4080, 0.2010, -2.3295], [-2.0441, -0.2190, -2.6291], [-5.0528, 2.7026, -1.6304], [-5.5927, 1.5146, -0.4223], [-5.7705, 1.1145, -2.0500], [-4.0846, -0.0303, -3.0405], [-1.6510, -0.6285, -1.6978], [-1.4340, 0.6421, -2.9154], [-2.0167, -0.8974, -3.4748], [-4.6909, 0.6504, 3.1680], [-3.5330, 0.0840, 2.3888], [-2.5606, 0.8046, 2.0458], [-3.4811, -1.2189, 2.2549], [-2.4411, -1.9765, 1.5896], [-5.6365, 0.1561, 2.9468], [-4.8496, 1.6754, 2.8250], [-4.4920, 0.6770, 4.2365], [-4.3125, -1.6999, 2.5648], [-1.5220, -1.9666, 2.1846], [-2.1892, -1.5215, 0.6338], [-2.7186, -3.0215, 1.5146], [-1.3326, 4.3995, -2.8605], [-0.6347, 3.3600, -2.0440], [-1.0414, 3.0853, -0.8896], [0.3948, 2.6720, -2.5195], [1.1330, 2.8990, -3.7708], [-0.6832, 5.0150, -3.4812], [-1.9279, 5.0805, -2.2537], [-2.0664, 3.9602, -3.5425], [0.8608, 2.0941, -1.8223], [1.0775, 3.8960, -4.2066], [0.7167, 2.2379, -4.5296], [2.1812, 2.6997, -3.5710], [1.2927, 5.3984, 0.5551], [1.3654, 4.1260, 1.3481], [0.6163, 3.1500, 1.1279], [2.3295, 4.0413, 2.2573], [3.2742, 5.0783, 2.6550], [0.3970, 5.4084, -0.0585], [2.1857, 5.3949, -0.0741], [1.2917, 6.2669, 1.2099], [2.4199, 3.1421, 2.7095], [2.7848, 6.0418, 2.7665], [4.0920, 5.1475, 1.9363], [3.6630, 4.7396, 3.6119], [2.0589, -1.5906, 2.5860], [1.1401, -1.5387, 3.7949], [0.1973, -0.7532, 3.8309], [1.4625, -2.3447, 4.8180], [0.5303, -2.5838, 5.9275], [3.1041, -1.8010, 2.8088], [1.9990, -0.6381, 2.0656], [1.6679, -2.3992, 1.9623], [2.2493, -2.9625, 4.7238], [0.8680, -3.4560, 6.4800], [-0.4759, -2.7632, 5.5586], [0.5854, -1.7045, 6.5663], [4.8783, 1.8101, 0.2282], [5.2328, 0.3511, 0.3368], [6.2841, 0.0288, 0.8633], [4.3323, -0.5454, -0.1413], [4.6272, -1.9538, -0.2777], [4.8549, 2.2257, 1.2410], [3.9256, 2.0509, -0.2443], [5.7469, 2.3050, -0.2053], [3.4349, -0.1472, -0.3751], [5.3849, -2.1995, 0.4645], [4.9318, -2.2444, -1.2817], [3.7566, -2.5547, -0.0117], [3.1261, -3.0847, -4.3043], [2.3379, -2.5141, -3.5812], [1.8094, -3.0484, -2.4688], [1.8303, -1.1404, -3.9565], [1.9054, -4.0353, -2.2938], [1.2315, -2.4943, -1.8515], [2.0654, -0.9671, -5.0064], [2.3409, -0.3461, -3.4070], [0.7527, -0.9856, -3.8561]],
  "gap_ev": [4.3, 5.5],
  "homo_ha": [-0.4787, -0.4787],
  "total_charge": 2,
  "multiplicity": 3
}